2 unconnected molecules or ions with the total composition C3H7NO3 at a distorted geometry. Source: the OMol25 dataset; level of theory: ωB97M-V/def2-TZVPD.

Last column: natural (NBO) charge in e.
CARTESIAN COORDINATES (ANGSTROEM)
O -0.440 -0.793 1.315  -0.297
O 0.523 -0.701 2.358  -0.431
O -0.548 -1.556 -0.733  -0.557
N -0.488 1.536 -1.197  -0.624
C 0.040 -0.823 0.023  0.797
C 1.540 -0.478 -0.168  -0.734
C -1.614 1.093 -0.787  -0.031
H 1.952 -0.177 0.792  0.239
H -0.421 1.624 -2.217  0.342
H 1.764 0.285 -0.907  0.253
H -1.822 1.079 0.283  0.169
H 2.101 -1.359 -0.475  0.238
H -0.073 -0.698 3.122  0.479
H -2.515 0.970 -1.410  0.157

Properties
maximum force: 0.0881 Eh/bohr
SMILES: CC(=O)OO.C=N
HOMO level: -10.2 eV
gap between HOMO and LUMO: 10.87 eV